Entry 1:
A 4-piece molecular cluster, H9O4 overall in a non-equilibrium geometry, computed with ωB97M-V with the def2-TZVPD basis set.

The geometry in XYZ format:
```
13
Properties=species:S:1:pos:R:3:forces:R:3:lowdin_charge:R:1
H 0.8104 -0.9629 -0.5744 -0.4 0.8 -0.1 0.0976
H -0.7687 -0.7181 2.4729 -0.3 -0.3 0.3 0.0820
H 2.1498 -2.6427 -0.2200 0.9 -1.3 0.0 0.0958
H 0.2952 -0.0014 0.6732 -0.9 0.7 -0.4 0.0883
O 1.8575 -1.8843 -0.6839 -1.7 2.3 -0.6 0.0712
O 0.2907 -0.0394 -0.3395 1.6 -1.6 1.3 0.1506
O -0.2940 0.0462 2.1547 0.3 0.7 0.1 -0.0011
H -2.0699 2.3847 -0.5511 -0.2 0.4 0.4 0.0569
H -0.5828 0.8180 2.6717 0.2 -0.5 -0.2 0.1026
H -1.8796 2.2289 -2.0513 -0.1 0.2 -0.5 0.0632
H 2.2172 -1.5949 -1.5291 0.9 -1.1 0.2 0.1177
O -1.7439 1.7877 -1.2167 0.6 -0.8 0.1 -0.0150
H -0.2820 0.5781 -0.8065 -0.9 0.4 -0.5 0.0902
```
Positions in Å, forces in eV/Å.

Energy above the lowest of the compared OMol25 structures with the same formula, charge and spin in kcal per mole: 18.7
HOMO-LUMO gap in eV: 12.779
Net charge: +1
2S+1: 1

---

Entry 2:
A 4-piece molecular cluster, H9O4 overall in a non-equilibrium geometry, computed with ωB97M-V with the def2-TZVPD basis set.

The geometry in XYZ format:
```
13
Properties=species:S:1:pos:R:3:forces:R:3:lowdin_charge:R:1
O 1.5414 -1.6266 -0.9961 0.3 -0.6 0.8 -0.0571
H -0.3042 0.0993 -2.3865 0.1 -0.5 -0.3 0.0647
O -0.9605 0.5302 2.5981 0.2 -0.3 -0.3 0.0414
H 1.2645 -2.4737 -1.4161 0.3 0.8 0.6 0.0942
O 0.2154 0.3887 0.3958 -0.8 0.3 -1.0 0.1597
H -0.3520 0.4202 1.2840 0.6 -0.7 0.0 0.0808
H -1.5572 1.2759 2.5376 -0.4 0.3 0.4 0.0988
H 2.2212 -1.8578 -0.3161 -0.6 -0.1 -1.1 0.0925
H -1.4110 -0.1951 3.0591 0.0 0.3 -0.2 0.1172
H 0.8013 -0.3779 0.1607 -0.5 0.0 0.2 0.1046
H -0.6879 1.5295 -2.6778 -0.1 0.2 0.4 0.1001
O -0.7585 0.8456 -1.9966 0.0 0.0 0.0 -0.0037
H -0.3565 0.5775 -0.4405 0.8 0.3 0.4 0.1070
```
Positions in Å, forces in eV/Å.

Energy above the lowest of the compared OMol25 structures with the same formula, charge and spin in kcal per mole: 12.6
HOMO-LUMO gap in eV: 13.217
Net charge: +1
2S+1: 1

---

Entry 3:
A 5-piece molecular cluster, H9O4S overall, computed with ωB97M-V with the def2-TZVPD basis set.

The geometry in XYZ format:
```
14
Properties=species:S:1:pos:R:3:forces:R:3:lowdin_charge:R:1
O 0.3546 1.7251 -0.5763 -0.2 0.6 -0.1 -0.0586
H 0.9754 2.2067 -0.0291 0.3 -0.1 0.3 0.0456
O 0.5039 -0.5130 -2.2659 0.6 -0.5 -0.4 -0.0829
S -2.6994 -0.7656 0.6499 0.5 0.3 -0.1 -0.2276
H -0.4893 2.1477 -0.3619 0.0 -0.4 -0.1 0.0589
O 1.2966 -1.9958 0.3262 -0.2 0.3 -0.2 -0.0928
H -1.8985 -0.3709 -0.3653 -0.1 -0.1 0.0 -0.4902
O 0.1198 0.6354 2.3446 0.1 0.6 -0.1 -0.1284
H 0.7823 0.1417 -1.6109 -0.8 0.3 -0.2 -0.0114
H 0.1619 -0.2176 2.7762 -0.1 -0.3 -0.1 0.0140
H 0.3371 -1.8415 0.3839 0.1 -0.1 0.1 0.0065
H 1.5412 -1.3878 -0.3881 -0.1 -0.4 0.2 0.0023
H -0.6033 0.5464 1.6975 -0.1 -0.4 0.2 -0.0699
H -0.3822 -0.3107 -2.5809 0.1 0.2 0.5 0.0344
```
Positions in Å, forces in eV/Å.

Energy above the lowest of the compared OMol25 structures with the same formula, charge and spin in kcal per mole: 28.1
HOMO-LUMO gap in eV: 6.498
Net charge: -1
2S+1: 1

---

no.,HOMO energy (Ha),E (a.u.)
1,-0.5877,-306.09672
2,-0.6089,-306.10641
3,-0.1184,-704.59077